C25H48Cl3CuN4O4Si as an isolated structure. Source: OMol25; level of theory: ωB97M-V/def2-TZVPD.

The expectation value of S² is 0.773. The value obtained for the HOMO-LUMO gap (spin up / spin down) is 0.1399 / 0.2076 Ha. The value obtained for the total energy is -130941.722 eV. As for the spin multiplicity: 2. The maximum force comes out at 3.8 eV Å⁻¹. The HOMO energy (spin up / spin down) comes out at -1.97 / -3.81 eV. Its charge is -1.

Element x y z (Å)
C1 3.9607 -5.1752 -3.5219
C2 5.2457 -5.3706 -2.7842
H1 4.1065 -4.5609 -4.4076
H2 3.2038 -4.7267 -2.8831
H3 3.6025 -6.1466 -3.8677
C3 6.4318 -5.4333 -3.4401
C4 6.6573 -5.1913 -4.8958
H4 7.3363 -5.7853 -2.9318
H5 6.4196 -4.1477 -5.2104
H6 6.0729 -5.9027 -5.5183
H7 7.7336 -5.3668 -5.0920
Cu1 3.5777 -4.6947 0.8563
Cl1 3.5818 -5.8200 2.6942
Cl2 3.4368 -7.8431 -0.9383
C5 2.2821 -2.8611 2.4428
O1 2.8964 -2.9070 1.3333
N1 2.2765 -1.7894 3.2573
C6 3.0761 -0.6126 2.8870
C7 2.0188 -2.0193 4.6821
H8 1.7255 -3.7457 2.8104
H9 2.6584 -0.1726 1.9765
H10 4.1220 -0.8990 2.7174
H11 3.0075 0.0908 3.7187
H12 1.0727 -2.5640 4.8121
H13 1.9829 -1.0527 5.1920
H14 2.8250 -2.6372 5.1156
H15 0.8505 -0.0047 -3.8381
H16 4.1009 0.6885 -3.7856
C8 1.0181 1.0626 -4.0703
C9 3.4913 1.5624 -4.0518
N2 2.2092 1.5643 -3.3725
H17 0.1112 1.6047 -3.7525
C10 2.0865 2.1792 -2.1583
O2 3.0298 2.6304 -1.5069
H18 4.0615 2.4522 -3.7925
H19 1.0294 2.2601 -1.8166
H20 1.1444 1.1599 -5.1566
H21 3.3150 1.5405 -5.1241
O3 4.1265 -4.8015 -0.8632
C11 5.2122 -5.3279 -1.3244
C12 7.5848 -4.6922 -0.9027
C13 6.4512 -5.3925 -0.4733
H22 7.5605 -4.1627 -1.8526
C14 8.7455 -4.5808 -0.1409
H23 4.3267 -6.9488 -1.1428
C15 6.4982 -5.9609 0.8047
H24 9.6047 -4.0490 -0.5507
C16 8.7916 -5.2242 1.0930
C17 7.6488 -5.8666 1.5821
H25 5.6178 -6.4863 1.1664
H26 9.7012 -5.1827 1.6904
H27 7.6663 -6.3525 2.5569
Si1 6.6286 -0.7517 -0.5710
Cl3 6.6991 -1.9290 -2.2453
C18 8.2601 0.1348 -0.5441
C19 6.3678 -2.0320 0.7973
C20 4.7610 -0.1760 -0.8479
H28 8.7555 0.1498 0.4375
H29 8.3083 1.1571 -0.9269
H30 8.8901 -0.4715 -1.2073
H31 4.6847 0.8658 -1.2360
H32 4.0580 -0.2441 0.0195
H33 4.2617 -0.8082 -1.6207
H34 6.8768 -2.9912 0.6186
H35 5.3097 -2.3057 0.7773
H36 6.5443 -1.8340 1.8727
C21 -2.0572 0.8784 2.7735
N3 -2.8891 1.3043 1.6652
C22 -4.2582 1.6558 1.9869
C23 -2.1769 1.8732 0.6123
O4 -0.9531 2.0209 0.6550
N4 -2.9259 2.2607 -0.4907
C24 -4.0968 1.5168 -0.9243
C25 -2.1766 2.9453 -1.5106
H37 -1.5160 1.7307 3.2463
H38 -1.2998 0.1572 2.4064
H39 -2.7064 0.3961 3.5266
H40 -4.5083 2.6261 1.5632
H41 -4.9492 0.9016 1.6056
H42 -4.3644 1.6951 3.0720
H43 -5.0277 1.9854 -0.5716
H44 -4.1226 1.5158 -2.0215
H45 -4.0680 0.4774 -0.5642
H46 -1.6935 3.8255 -1.0754
H47 -1.3892 2.3123 -1.9480
H48 -2.8780 3.2530 -2.2879

C25H48Cl3GaN4O4Si as an isolated structure. Source: OMol25; level of theory: ωB97M-V/def2-TZVPD.

The value obtained for the HOMO-LUMO gap (spin up / spin down) is 0.3322 / 0.1375 Ha. The value obtained for the total energy is -138674.383 eV. As for the spin multiplicity: 1. The maximum force comes out at 4.0 eV Å⁻¹. The HOMO energy (spin up / spin down) comes out at -8.74 / -5.67 eV. Its charge is 0.

Element x y z (Å)
C1 -1.3433 -1.4092 -4.4422
C2 -1.0439 -1.8297 -3.0408
H1 -1.7420 -2.2780 -4.9801
H2 -0.3901 -1.0797 -4.9180
H3 -2.0681 -0.5829 -4.4772
C3 -0.3369 -2.9490 -2.8035
C4 0.2634 -3.7690 -3.8946
H4 -0.2180 -3.3644 -1.7901
H5 0.8914 -3.1745 -4.5735
H6 -0.5099 -4.2658 -4.4919
H7 0.8809 -4.5358 -3.4245
Ga1 -3.9076 1.6681 -0.3588
Cl1 -4.3867 0.3044 1.2146
Cl2 1.3746 1.7724 -1.4524
H8 0.9744 3.3211 2.0933
H9 -0.4932 4.0863 3.5615
C5 0.3414 3.1293 1.2299
C6 -1.0625 4.5208 2.7291
N1 -0.9872 3.5504 1.6506
H10 0.3978 2.0632 1.0032
C7 -2.0800 3.1243 1.0396
O1 -1.9578 2.3295 0.0198
H11 -2.1073 4.6775 3.0017
H12 -3.0746 3.3557 1.4299
H13 0.7234 3.6983 0.3737
H14 -0.5990 5.4748 2.4401
H15 2.0061 -1.4826 -3.1460
H16 2.3821 -3.8120 -1.7840
C8 2.9750 -1.2065 -2.6932
C9 3.2734 -3.3081 -1.3890
N2 3.1141 -1.8568 -1.4006
H17 3.0078 -0.1147 -2.5811
C10 3.4073 -1.1471 -0.2488
O2 3.1764 0.0099 -0.0513
H18 3.4107 -3.5974 -0.3358
H19 3.8937 -1.8205 0.5110
H20 3.7705 -1.5480 -3.3706
H21 4.1546 -3.6206 -1.9711
O3 -0.4268 0.2189 -2.4657
C11 -1.4116 -0.7454 -2.0058
C12 -0.0383 -1.5618 -0.0971
C13 -1.3228 -1.4760 -0.5730
H22 0.6785 -0.9355 -0.6478
C14 0.3306 -2.4068 0.9642
H23 -2.5230 -0.5156 -2.1507
C15 -2.3410 -2.1701 0.1185
H24 1.3709 -2.4590 1.2862
C16 -0.6609 -3.0965 1.6597
C17 -2.0082 -2.9539 1.2598
H25 -3.4013 -2.0988 -0.1599
H26 -0.4230 -3.6827 2.5476
H27 -2.7771 -3.3981 1.8588
Si1 0.1520 2.5959 -2.9520
Cl3 -4.7648 1.6685 -2.2741
C18 1.4533 3.5240 -3.9878
C19 -0.8422 4.1227 -2.2268
C20 -0.9808 1.9101 -4.3502
H28 2.0555 2.7440 -4.5072
H29 1.9893 4.0928 -3.1955
H30 0.8102 4.1499 -4.6469
H31 -0.6270 1.0078 -4.8935
H32 -1.0419 2.6921 -5.1321
H33 -2.0485 1.6592 -4.1501
H34 -1.8658 3.8389 -1.9264
H35 -0.9758 5.0161 -2.8564
H36 -0.3717 4.5325 -1.3195
C21 2.6549 -0.6747 3.3988
N3 1.4761 -0.5874 4.2480
C22 1.6926 -0.5084 5.6836
C23 0.2980 -0.1188 3.6761
O4 0.2630 0.4535 2.5911
N4 -0.8795 -0.3237 4.3733
C24 -1.1028 -1.3277 5.4071
C25 -2.0431 0.1204 3.6453
H37 3.5482 -0.6731 4.0343
H38 2.6998 0.1459 2.6763
H39 2.6487 -1.6168 2.8343
H40 1.0201 0.2494 6.1054
H41 1.5006 -1.4698 6.1769
H42 2.7302 -0.2271 5.8824
H43 -0.7405 -0.9743 6.3821
H44 -2.1829 -1.4830 5.4903
H45 -0.6357 -2.3018 5.1847
H46 -1.9135 1.1501 3.3062
H47 -2.2121 -0.4964 2.7519
H48 -2.9207 0.0569 4.2964